--- i ---
The following is a DFT calculation (ωB97M-V/def2-TZVPD) of the ion C2H3N2O with charge +1.

Values from the calculation:
Charge: +1
E_LUMO in eV: -7.64
HOMO in eV: -17.34

Geometry (Å):
C  -0.937  -3.076  -0.125
C  -0.048  -0.112  0.013
N  0.228  -2.460  -0.173
N  -0.486  -1.388  -0.058
O  -1.902  -3.629  0.018
H  1.020  0.084  0.096
H  -0.690  0.412  0.749
H  -0.472  0.375  -0.900

--- ii ---
The following is a DFT calculation (ωB97M-V/def2-TZVPD) of a cluster of 2 separate species, C2H3N2O in total.

Values from the calculation:
Charge: +1
E_LUMO (alpha / beta) in eV: -7.91 / -7.91
HOMO (alpha / beta) in eV: -15.89 / -15.89

Geometry (Å):
C  0.544  -0.591  -0.866
C  0.073  1.052  0.616
N  -1.406  -1.750  -0.116
N  -0.527  -1.311  -0.664
O  1.559  -0.768  -1.394
H  -0.443  1.683  -0.102
H  0.943  1.037  1.263
H  -0.743  0.648  1.264

Short version: ii is the least stable of them.